Computed, not measured: a structure of composition C33H32Cl3CsGeNO12 in a non-equilibrium geometry, with ωB97M-V with the def2-TZVPD basis set.

The geometry in ORCA input format:
```
! wB97M-V def2-TZVPD RIJCOSX def2/J DEFGRID3
* xyz -2 2
Cs -0.10391 0.42887 -1.58322
O -1.28382 -1.83538 -4.05822
C -0.58109 -0.90010 -4.68918
O -1.06697 0.02372 -5.29900
C 0.92112 -1.10539 -4.60636
O 1.28684 -1.47815 -3.30539
C 2.69409 -1.53628 -3.12115
C 3.06678 -1.55079 -1.61133
O 4.11182 -2.14292 -1.32301
O 2.29611 -0.89484 -0.85979
H -2.21988 -1.54140 -3.94144
H 1.38726 -0.16009 -4.90637
H 1.22219 -1.87050 -5.34029
H 3.16696 -0.64353 -3.55620
H 3.11454 -2.41680 -3.61957
Cl 4.66679 6.72082 0.16489
C 3.56027 5.52665 -0.49394
C 3.07032 5.70312 -1.79862
C 2.22150 4.77102 -2.31546
Cl 1.62674 4.97797 -3.93727
C 1.77635 3.57874 -1.60228
O 1.04986 2.73897 -2.16747
C 2.27772 3.49914 -0.24982
C 1.84457 2.44687 0.64762
O 0.90030 1.69599 0.52573
C 3.17456 4.45033 0.24973
H 3.37048 6.56173 -2.38313
H 2.46425 2.39723 1.57279
H 3.55542 4.33731 1.25942
C 3.39690 0.00756 4.41210
C 2.02862 -0.07975 4.62722
C 1.20130 -0.59321 3.63723
C 1.73593 -1.02225 2.42398
C 3.11058 -0.91861 2.20792
C 3.93698 -0.41402 3.20446
Ge 0.56769 -1.71260 0.97381
C -1.20795 -2.06450 1.87333
C -2.04663 -1.00909 2.23262
C -3.27327 -1.25899 2.83139
C -3.68036 -2.56342 3.06876
C -2.85749 -3.62101 2.70714
C -1.62838 -3.37269 2.10926
C 1.25132 -3.52902 0.52220
C 0.78108 -4.18837 -0.61204
C 1.24344 -5.45720 -0.93180
C 2.18387 -6.08029 -0.12374
C 2.66460 -5.42900 1.00296
C 2.20150 -4.15913 1.32097
H 4.03903 0.41288 5.18660
H 1.60828 0.26038 5.56737
H 0.13319 -0.65946 3.80316
H 3.51822 -1.22191 1.24903
H 5.00453 -0.33695 3.03430
H -1.73924 0.01338 2.04049
H -3.91900 -0.43067 3.09815
H -4.64421 -2.76057 3.52490
H -3.17689 -4.64209 2.88498
H -0.99003 -4.20096 1.82375
H 0.05687 -3.69746 -1.25353
H 0.87747 -5.96272 -1.81806
H 2.55188 -7.06772 -0.37827
H 3.40963 -5.90823 1.62838
H 2.58556 -3.64910 2.19702
C -4.78020 3.63272 -0.76161
N -4.16920 3.07648 0.43271
C -5.05007 2.27662 1.26640
C -2.82186 2.97278 0.62612
C -1.92528 3.65674 -0.38642
O -2.36300 2.41010 1.60972
H -5.80422 3.91533 -0.50708
H -4.79968 2.91041 -1.57990
H -4.24932 4.52360 -1.08284
H -5.91812 2.87811 1.54531
H -4.50736 1.99263 2.16316
H -5.36102 1.37536 0.73149
H -1.98038 4.73975 -0.25518
H -2.19575 3.40442 -1.40892
H -0.89940 3.34099 -0.21257
O -4.70927 -0.38277 -1.14343
Cl -3.52623 -0.30805 -1.96406
O -3.80423 -0.94690 -3.25313
O -3.18851 1.06881 -2.19425
O -2.44304 -1.00262 -1.35325
*
```

Properties
Relative energy (zero: lowest compared OMol25 entry of this formula, charge and spin) in kJ/mol: 102.0
Electronic energy in Ha: -5711.876472
Expectation value of S²: 0.753
HOMO energy (alpha / beta) in eV: -2.134 / -2.928
Gap between HOMO and LUMO (alpha / beta) in eV: 6.00 / 6.78
Largest force on an atom in eV Å⁻¹: 1.78
E_LUMO (alpha / beta) in eV: 3.863 / 3.857